No. 1
Computed, not measured: C16H38BrF6NOPSSiZr as an isolated structure, with the ωB97M-V functional and the def2-TZVPD basis.

Calculated values
- energy relative to the best compared isomer or geometry (same formula, charge and spin) (kJ/mol) = 185.0
- total charge = +4
- highest occupied orbital energy (alpha / beta) (eV) = -20.16 / -20.58
- frontier orbital gap (alpha / beta) (eV) = 8.306 / 6.351
- 2S+1 = 2
- E_LUMO (alpha / beta) (eV) = -11.86 / -14.23

```
67
Properties=species:S:1:pos:R:3:forces:R:3
Zr -0.4014 -0.3832 -5.0562 0.0 0.2 0.8
Br 0.1723 -0.1638 -2.6363 0.0 0.1 -0.6
S -2.4166 2.3609 -5.2656 0.0 0.0 -0.1
P -1.9206 -2.8503 -5.6251 0.0 0.0 0.2
Si 0.8185 -0.8530 3.7139 0.0 0.0 0.2
F -2.4582 -3.5966 -4.4048 0.0 0.0 0.0
F -3.2173 -2.6826 -6.4098 0.0 0.0 -0.1
F -2.2982 -1.2703 -4.7628 0.0 -0.1 -0.1
F -1.2585 -3.9861 -6.3933 0.0 0.0 0.0
F -1.1442 -1.6542 -6.6754 0.1 0.1 0.0
F -0.4244 -2.5438 -4.7489 0.0 -0.1 -0.2
O -1.1555 1.3682 -5.4835 -0.1 -0.1 0.0
N 1.7391 -0.4923 -5.8813 0.0 -0.1 -0.2
C 3.7555 -0.6525 3.4597 0.0 -0.1 0.0
C -2.1281 4.0052 -7.3559 0.0 0.0 0.0
C 2.1231 -3.4645 4.2365 0.0 0.0 0.0
C 0.0008 -3.3445 2.8942 0.0 0.0 0.0
C -1.6212 3.9730 -4.9641 0.0 0.0 -0.1
C -0.4420 1.3478 2.2697 0.1 0.2 0.1
C -0.0005 -2.6418 5.3621 0.0 0.0 0.0
C -2.0779 4.8816 -6.1100 0.0 0.0 0.0
C 2.5951 1.5665 3.7858 0.0 0.0 0.0
C 2.5585 -0.1310 5.6831 0.0 0.0 0.0
C -0.8462 1.0086 4.7535 0.0 0.0 0.0
C -1.9005 -0.5347 3.0672 0.0 0.0 0.0
C 0.8200 -2.7054 4.0373 0.0 0.1 0.0
C -2.9377 2.7800 -6.9490 0.0 0.0 0.0
C 2.7196 0.1351 4.2062 0.0 0.1 0.0
C -0.6416 0.3005 3.3890 0.0 0.0 -0.2
H 1.8047 -0.6772 -6.8877 0.0 0.0 0.0
H 3.9111 -1.6558 3.8412 0.0 0.0 0.0
H 1.7359 0.4164 6.1494 0.0 0.0 0.0
H -1.3849 5.7160 -6.2084 0.0 0.0 0.0
H 4.6987 -0.1009 3.5948 0.0 0.0 0.0
H 2.2986 0.3500 -5.7250 0.0 0.0 0.0
H 2.6963 -3.5476 3.3140 0.0 0.0 0.0
H 1.8580 -4.4788 4.5458 0.0 0.0 0.0
H 2.5438 -1.1846 5.9571 0.0 0.0 0.0
H -1.1065 0.3124 5.5534 0.0 0.0 0.0
H -1.6963 1.6860 4.6348 0.0 0.0 0.0
H -0.9428 -2.0925 5.2899 0.0 0.0 0.0
H -2.7347 0.1712 3.0639 0.0 0.0 0.0
H -1.8535 -0.9969 2.0821 0.0 0.0 0.0
H -1.1251 3.7135 -7.6732 0.0 0.0 0.0
H -2.8403 1.8845 -7.5633 0.0 0.0 0.0
H 0.5752 -2.2684 6.2095 0.0 0.0 0.0
H -0.5507 3.7624 -5.0048 0.0 0.0 0.0
H 2.7533 -3.0590 5.0260 0.0 0.0 0.0
H 3.4792 0.2737 6.1427 0.0 0.0 0.0
H -0.0022 1.6175 5.0728 0.0 0.0 0.0
H -1.0323 -3.0118 2.8615 0.0 0.0 0.0
H -2.1367 -1.2907 3.8131 0.0 0.0 0.0
H 0.4651 -3.2065 1.9162 0.0 0.0 0.0
H -1.3949 1.8777 2.1972 0.0 0.0 0.0
H 2.6353 1.7040 2.7066 0.0 0.0 0.0
H 2.2663 -1.2524 -5.4413 0.0 0.0 0.0
H 1.7533 2.0978 4.2206 0.0 0.0 0.0
H -3.0624 5.2977 -5.8916 0.0 0.0 0.0
H -0.2761 -3.6764 5.5953 0.0 0.0 0.0
H -2.6083 4.5045 -8.1963 0.0 0.0 0.0
H 0.3019 2.0937 2.5380 0.0 0.0 0.0
H -0.2129 0.9812 1.2615 0.0 -0.3 0.3
H -4.0035 3.0006 -6.8316 0.0 0.0 0.0
H 3.4955 2.0548 4.1936 0.0 0.0 0.0
H -0.0110 -4.4204 3.0888 0.0 0.0 0.0
H -1.8975 4.2988 -3.9636 0.0 0.0 0.0
H 3.5887 -0.6709 2.3804 0.0 0.0 0.0
```
Positions in Å, forces in eV/Å.

=====

No. 2
Computed, not measured: a 2-piece molecular cluster, C4H14N2O2 overall in a non-equilibrium geometry, with the ωB97M-V functional and the def2-TZVPD basis.

Calculated values
- energy relative to the best compared isomer or geometry (same formula, charge and spin) (kJ/mol) = 229.4
- highest occupied orbital energy (eV) = -8.66
- SMILES string = C[C@H](CN)NCO.O
- frontier orbital gap (eV) = 9.131
- E_LUMO (eV) = 0.47

```
22
Properties=species:S:1:pos:R:3:forces:R:3
O -0.6879 -1.9927 -3.1199 -1.5 -0.9 1.5
O -1.9438 -1.0417 -0.1418 -2.2 2.4 -1.7
N -0.1021 2.4514 -0.7670 1.2 0.9 3.4
N -0.3129 -0.1964 1.3631 1.2 0.5 0.3
C 0.7445 0.2921 0.4178 -1.5 -0.7 -1.4
C 0.7737 1.8556 0.3037 -0.1 -0.3 0.4
C -1.6436 -0.2487 0.9753 -2.8 0.5 1.4
C 2.0027 -0.4309 0.8074 1.2 -0.5 1.6
H 1.8169 -1.5089 0.9150 -0.3 0.1 -0.4
H -0.0257 -0.9728 1.9281 0.2 -0.3 -0.1
H 0.3705 2.2167 1.2505 0.2 0.1 0.1
H 2.8374 -0.3928 0.0661 -0.5 0.6 0.9
H -1.5352 -1.8419 -0.3562 1.6 -1.5 0.6
H -1.5074 -2.1972 -2.5441 2.0 0.5 -1.5
H -0.0681 -2.7292 -2.9603 -0.5 0.4 -0.1
H 1.9087 2.1271 0.3029 -2.1 0.2 -0.7
H 2.2786 -0.2004 1.8920 0.3 0.3 -1.5
H 0.5240 -0.0730 -0.6353 -0.1 0.3 1.0
H -2.4247 -0.6458 1.7445 2.0 0.6 -0.3
H -2.0391 0.8293 0.8697 0.6 -1.6 -0.9
H 0.1375 2.1281 -1.6204 0.7 -1.2 -3.3
H -1.1038 2.5722 -0.6908 0.4 -0.4 0.7
```
Positions in Å, forces in eV/Å.

=====

No. 3
Computed, not measured: a 2-piece molecular cluster, C3H7NO2S overall in a non-equilibrium geometry, with the ωB97M-V functional and the def2-TZVPD basis.

Calculated values
- energy relative to the best compared isomer or geometry (same formula, charge and spin) (kJ/mol) = 583.7
- highest occupied orbital energy (eV) = -10.17
- frontier orbital gap (eV) = 10.306
- E_LUMO (eV) = 0.14

```
14
Properties=species:S:1:pos:R:3:forces:R:3
S 0.8274 2.2259 -1.3198 -0.4 0.2 2.3
O 2.2316 2.3004 -1.1411 1.2 -0.5 -0.6
O 0.2082 2.8892 -2.4034 -0.7 0.0 -1.1
N 0.1561 2.4119 0.1525 -1.5 0.3 1.5
C 0.1839 -1.3352 -0.1680 0.5 -0.4 0.2
C 0.3830 -0.0612 0.5143 -2.7 0.0 1.3
C -0.0789 1.0365 -0.3392 -3.5 2.8 -2.7
H 0.5469 -2.1388 0.3885 0.1 -1.5 1.2
H 0.8243 -1.3172 -0.9701 1.5 -0.1 -2.4
H -0.7633 -1.4997 -0.5747 -1.7 -0.3 -0.2
H -1.5179 1.1880 -1.2053 3.5 -1.2 2.3
H 1.3837 0.1507 0.6669 2.3 0.3 0.5
H -0.6536 2.9035 0.6062 1.2 -0.2 -1.2
H -0.0915 -0.0847 1.5439 0.2 0.6 -1.2
```
Positions in Å, forces in eV/Å.

=====

No. 4
Computed, not measured: a 10-piece molecular cluster, C36H97N7O10 overall in a non-equilibrium geometry, with the ωB97M-V functional and the def2-TZVPD basis.

Calculated values
- energy relative to the best compared isomer or geometry (same formula, charge and spin) (kJ/mol) = 392.6
- highest occupied orbital energy (eV) = -8.55
- SMILES string = CC1(C)CCCC(C)(C)N1O.COC[C@H](C)N.COC[C@H](C)N.COC[C@H](C)N.COC[C@H](C)N.COC[C@H](C)N.COC[C@H](C)N.CO.CO.CO
- frontier orbital gap (eV) = 8.859
- E_LUMO (eV) = 0.31

```
150
Properties=species:S:1:pos:R:3:forces:R:3
O -19.1529 17.7460 -29.3228 -0.7 0.3 -0.3
O -23.1959 18.4470 -24.6028 -0.1 -0.3 -0.4
O -15.4672 21.6040 -19.6521 -0.3 0.5 0.1
O -16.0586 29.5844 -27.5007 0.3 -0.7 -0.9
O -16.2384 16.3405 -22.8161 -1.5 -1.0 -1.4
O -21.8267 22.3589 -28.0916 -1.3 0.2 -0.4
O -24.5538 24.6850 -22.5422 0.7 -0.3 0.0
O -19.8064 22.5366 -26.0595 0.1 -0.4 0.3
O -16.0179 26.4643 -23.5367 -0.1 -0.1 0.0
O -11.9954 19.9201 -26.8588 0.2 0.8 0.4
N -19.3171 28.0209 -27.4875 -0.5 -0.4 0.2
N -19.0191 25.4801 -21.5664 0.7 0.7 0.4
N -18.5558 22.5446 -25.3918 0.0 0.7 1.1
N -16.4056 20.0352 -30.0624 -0.8 1.2 1.1
N -17.5726 20.4928 -18.1933 -1.0 0.1 -0.9
N -21.2622 24.2305 -24.2000 -0.2 1.1 0.2
N -12.2719 17.1131 -24.4299 0.5 -0.3 0.6
C -16.0932 17.6153 -23.4304 1.7 0.5 2.1
C -17.1534 28.8139 -27.0234 0.6 0.5 0.5
C -20.1039 17.6300 -28.2847 0.5 0.6 0.8
C -16.6491 17.7224 -30.5896 -0.4 -1.0 -0.8
C -19.3700 20.9629 -23.6882 -1.4 1.0 -1.5
C -18.2574 25.9704 -22.7391 0.2 -2.1 -0.3
C -16.7625 26.0910 -22.4067 -0.8 1.2 0.4
C -17.2967 20.0673 -19.5836 0.8 0.0 -0.2
C -16.9951 21.3717 -23.9280 0.8 0.8 -0.9
C -15.8381 21.9501 -24.7431 -0.1 0.9 0.6
C -17.5392 23.2248 -26.1960 0.2 0.2 -0.5
C -13.2350 20.2842 -27.4231 -0.1 -0.4 -0.7
C -23.1525 24.3504 -22.6666 -1.7 1.7 0.2
C -25.0310 24.3638 -21.2548 -1.1 -0.1 -0.5
C -16.2381 23.2989 -25.3538 0.0 -0.5 -0.1
C -11.9181 18.5966 -26.4053 0.1 -0.6 -0.1
C -17.2501 22.5900 -27.5669 0.3 0.1 0.2
C -18.0402 28.3034 -28.1575 -1.4 1.2 1.4
C -14.4676 22.1432 -20.4795 0.3 0.2 -0.3
C -22.7088 24.5782 -24.0877 0.2 -3.2 -1.5
C -20.8638 22.3868 -29.1273 0.6 -0.5 1.4
C -14.9830 29.7296 -26.6129 0.1 0.3 -0.4
C -18.9419 27.1681 -23.3562 0.9 0.2 -0.6
C -18.5399 19.4976 -20.2587 -0.4 -0.5 0.9
C -12.5620 18.4232 -25.0269 -1.3 -0.5 -0.5
C -18.1060 20.0924 -25.7054 -0.7 -1.0 0.1
C -14.6630 26.7276 -23.2144 -0.7 0.3 0.7
C -22.2218 18.4447 -25.6454 0.1 0.5 0.4
C -16.6116 21.1915 -20.3822 0.8 -1.1 0.4
C -18.3005 21.2694 -24.7409 1.7 -0.7 0.1
C -18.0466 24.6718 -26.4230 -0.5 -0.9 -0.1
C -17.3899 19.0196 -30.3779 1.2 -0.7 -0.1
C -12.2650 19.6023 -24.1000 0.3 -0.9 0.8
C -18.3717 29.4083 -29.1679 1.7 -1.4 -0.9
C -23.4139 23.5719 -25.0371 -0.8 0.4 0.2
C -18.3140 18.8541 -29.1528 0.9 0.4 -0.6
H -14.8468 22.7135 -21.3352 -0.3 0.2 0.2
H -14.6188 27.4557 -22.3916 0.0 0.1 -0.1
H -18.7036 26.0928 -20.8086 -0.6 0.0 0.1
H -17.1416 19.9329 -26.1896 0.3 0.5 0.4
H -22.6018 18.2370 -26.6460 -0.3 -0.1 0.1
H -16.4869 19.3297 -19.5727 -0.3 -0.3 0.3
H -17.6827 18.7079 -28.2692 0.2 0.1 0.0
H -23.4231 22.5234 -24.7243 0.3 0.1 0.4
H -19.7601 16.8951 -27.5522 -0.3 -0.5 -0.2
H -20.2095 23.2521 -29.0015 0.1 0.1 -0.3
H -17.3983 29.6303 -29.6190 -0.2 0.7 0.0
H -24.9813 23.2955 -21.0110 0.6 0.0 -0.1
H -19.1258 20.1373 -23.0327 0.0 -0.1 -0.1
H -21.8443 19.4660 -25.6665 0.3 0.0 -0.1
H -16.9268 18.2872 -23.6430 -0.9 -1.0 0.1
H -17.3735 16.9932 -30.9683 0.1 -0.2 0.6
H -17.3335 25.2756 -26.9826 0.3 0.2 0.5
H -19.3087 27.2950 -26.7776 0.3 0.0 -0.1
H -20.1519 18.5456 -27.6804 -0.1 0.2 -0.3
H -15.0118 22.1272 -24.0449 0.1 0.0 0.0
H -15.2882 30.3569 -25.7685 0.1 -0.5 0.4
H -14.1918 25.8262 -22.8076 0.3 -0.1 -0.5
H -20.3686 23.0160 -25.4136 -0.1 0.4 -0.4
H -13.2401 19.8446 -28.4276 -0.6 0.0 0.0
H -13.3546 21.3613 -27.5415 0.6 0.1 0.2
H -18.4158 27.4110 -24.2846 0.2 0.3 0.2
H -24.4682 23.8580 -25.0986 0.1 -0.1 -0.3
H -19.9758 27.0483 -23.6778 -0.1 -0.4 0.5
H -19.3521 20.2220 -20.1375 0.0 0.2 -0.8
H -16.4507 25.1259 -21.9925 0.2 -0.1 0.0
H -15.5271 20.1157 -30.5408 -0.1 -0.5 -0.5
H -16.4950 23.2529 -27.9970 0.0 -0.3 -0.4
H -22.9272 25.5408 -24.5425 0.3 0.4 0.6
H -21.3264 22.3702 -30.1087 -0.3 0.2 0.1
H -18.6840 24.5708 -21.2552 0.0 -0.1 -0.3
H -18.8822 28.0186 -22.6738 -0.1 0.1 -0.1
H -15.9060 17.7074 -31.3922 0.2 0.6 0.1
H -17.2655 22.0247 -20.6633 0.0 0.1 0.0
H -19.6184 21.8641 -23.1188 0.6 0.0 0.3
H -16.1764 17.3850 -29.6669 -0.1 -0.1 0.0
H -20.7599 25.0655 -23.9051 0.5 -0.4 0.1
H -20.2650 21.4769 -29.0092 0.3 0.1 -0.4
H -21.1080 17.4695 -28.6679 0.1 -0.4 -0.1
H -18.1592 19.7600 -17.7916 0.4 -0.1 0.2
H -13.6461 18.3454 -25.1922 -0.1 0.9 -0.2
H -18.2843 21.2169 -18.3479 0.3 0.3 0.5
H -23.7985 17.7107 -24.7436 0.0 0.0 0.1
H -12.9668 16.9671 -23.7019 0.3 0.1 0.2
H -17.6422 29.4799 -26.3056 -0.8 -0.2 -0.2
H -15.4219 21.2499 -25.4687 -0.3 0.0 -0.2
H -15.8820 16.2865 -21.9333 0.1 0.5 0.1
H -16.1723 20.7013 -21.2581 -0.7 0.1 -0.5
H -16.6764 26.8549 -21.6158 0.4 0.0 0.1
H -17.9409 19.2267 -31.3034 -0.3 0.1 0.2
H -14.2166 27.1817 -24.0934 0.3 -0.4 0.0
H -16.3748 24.0447 -24.5668 -0.1 -0.1 0.1
H -18.2604 19.2177 -25.0644 -0.1 -0.3 -0.4
H -12.9428 20.4387 -24.2533 0.4 0.2 -0.4
H -14.1823 30.2874 -27.1055 -0.2 0.0 -0.3
H -16.5905 20.4170 -23.5903 -0.8 -0.2 0.3
H -21.0551 23.4926 -23.5327 0.0 0.2 0.2
H -15.5796 18.1214 -22.6013 0.5 1.0 -0.9
H -14.1144 19.9693 -26.8532 0.1 -0.3 0.0
H -11.2031 19.8480 -24.1301 -0.1 0.5 -0.4
H -26.1071 24.5383 -21.3218 0.1 0.4 0.3
H -23.1030 23.3073 -22.3461 0.8 -0.1 -0.1
H -21.4383 22.3606 -27.2099 0.6 -0.1 -0.5
H -18.9552 24.6744 -27.0296 0.0 -0.2 0.0
H -18.1575 25.1081 -23.4153 -1.0 0.3 -0.4
H -18.9437 18.6556 -19.6807 0.4 0.0 0.2
H -22.6217 25.0694 -22.0306 0.4 -0.5 0.3
H -14.5337 28.7593 -26.3813 -0.3 0.0 0.6
H -16.8585 21.5757 -27.5030 0.2 0.1 0.0
H -15.4830 17.5509 -24.3307 0.1 -0.1 0.1
H -17.2068 22.0361 -23.0879 0.2 -0.1 0.2
H -18.8376 19.8084 -29.0192 -0.4 -0.1 0.1
H -15.3852 23.6552 -25.9366 -0.3 0.2 -0.3
H -18.8611 30.2690 -28.7311 0.1 0.0 0.2
H -18.8090 20.0460 -26.5400 -0.3 0.2 0.3
H -13.8455 22.8039 -19.8806 0.0 0.0 0.1
H -18.9411 28.9936 -30.0032 -0.4 0.1 0.2
H -18.1111 22.5522 -28.2323 -0.2 0.2 0.1
H -21.4045 17.7603 -25.4164 0.1 -0.1 0.0
H -20.3075 20.8360 -24.2458 0.0 -0.8 0.3
H -20.0443 27.7719 -28.1458 0.1 0.0 -0.1
H -12.3627 17.9180 -27.1503 -0.3 0.0 0.2
H -12.4660 16.3262 -25.0431 0.2 0.3 -0.5
H -16.8411 20.9478 -29.9882 0.3 0.0 0.0
H -12.4032 19.3252 -23.0480 -0.3 -0.3 -0.1
H -17.5542 27.4023 -28.5435 0.0 0.2 -0.6
H -13.8148 21.3884 -20.9325 -0.1 -0.3 0.2
H -10.8683 18.2888 -26.4016 0.1 0.4 0.3
H -18.3427 25.0137 -25.4317 0.3 0.7 -0.2
H -18.4232 19.0476 -21.2440 0.1 0.6 -0.3
H -16.8764 27.9188 -26.4458 0.6 0.1 0.0
H -24.5780 24.9604 -20.4618 0.1 0.1 0.0
H -22.9595 23.5907 -26.0258 -0.1 0.3 -0.1
```
Positions in Å, forces in eV/Å.

=====

No. 5
Computed, not measured: a single CH5PS molecule in a non-equilibrium geometry, with the ωB97M-V functional and the def2-TZVPD basis.

Calculated values
- energy relative to the best compared isomer or geometry (same formula, charge and spin) (kJ/mol) = 70.9
- highest occupied orbital energy (eV) = -9.11
- SMILES string = CPS
- frontier orbital gap (eV) = 9.390
- E_LUMO (eV) = 0.28

```
8
Properties=species:S:1:pos:R:3:forces:R:3
S -2.2288 -0.0188 -0.3400 2.1 -0.5 3.0
P -0.1524 -1.1101 0.0774 -1.4 1.2 -3.0
C 1.0538 0.3123 0.0892 -3.5 -0.1 3.4
H 0.7314 0.8300 1.0502 1.4 -0.7 -0.6
H -0.0387 -1.2106 -1.4117 -0.1 -0.5 1.4
H 2.0000 -0.0853 0.0219 2.3 -0.7 0.4
H 0.8901 1.0649 -0.5820 -0.5 1.5 -2.3
H -2.2554 0.2176 1.0949 -0.3 -0.2 -2.2
```
Positions in Å, forces in eV/Å.